[1]
8 unconnected molecules or ions with the total composition C34H40N4O23S3 in a non-equilibrium geometry, computed with ωB97M-V/def2-TZVPD.

Calculated values
**Gap between HOMO and LUMO**: 0.3271 Ha
**E_LUMO**: -0.73 eV
**Highest occupied orbital energy**: -0.3540 hartree

XYZ file:
```
104
Properties=species:S:1:pos:R:3:mulliken_charge:R:1
O 1.79377 3.56805 -4.90451 -0.604
N 0.84480 3.20950 -5.58896 1.097
O 0.82999 3.27672 -6.80316 -0.633
C -0.36201 2.74588 -4.96263 -0.330
C -1.26306 2.16627 -5.81096 -0.016
C -2.41610 1.61732 -5.23380 -0.955
C -2.57507 1.58655 -3.88459 -0.385
C -1.59636 2.11294 -2.99151 -0.657
C -0.52433 2.74683 -3.61574 -0.324
H -0.95231 2.20951 -6.82804 0.622
H -3.24339 1.25463 -5.82357 0.419
H -3.48809 1.25434 -3.45972 0.515
H -1.76624 2.16004 -1.93283 0.678
H 0.18019 3.38830 -3.10810 0.515
O 3.95265 2.77793 5.80319 -0.590
N 2.85592 2.19799 6.03799 0.981
O 2.21260 2.32516 7.02960 -0.604
C 2.48221 1.21505 5.06334 0.133
C 2.98988 1.33527 3.81994 -0.722
C 2.51400 0.37578 2.94260 0.019
C 1.56095 -0.53274 3.22567 -0.269
C 0.98998 -0.55431 4.46438 -0.787
C 1.45988 0.34452 5.40476 -0.651
H 3.62677 2.11158 3.44968 0.553
H 2.94288 0.35408 1.93607 0.351
H 1.29442 -1.23085 2.44885 0.405
H 0.31399 -1.33477 4.64214 0.718
H 1.10408 0.33057 6.43432 0.459
O 4.42815 0.53842 -2.42058 -0.682
N 3.94807 -0.52263 -2.56806 1.175
O 4.20008 -1.48824 -1.89657 -0.667
C 2.96843 -0.74855 -3.68707 0.395
C 2.83162 0.25672 -4.67135 -0.694
C 1.83232 0.08660 -5.57545 -0.805
C 1.02713 -1.09289 -5.45154 -0.601
C 1.22309 -2.12990 -4.52740 -0.566
C 2.29630 -1.96193 -3.64839 -0.076
H 3.41607 1.14087 -4.49642 0.484
H 1.51698 0.68628 -6.39146 0.640
H 0.27171 -1.24560 -6.17491 0.464
H 0.66938 -3.06703 -4.61799 0.526
H 2.45203 -2.71110 -2.94220 0.253
O 2.60915 5.95732 2.54034 -0.643
N 2.40463 4.81339 2.12289 1.091
O 1.67346 3.97754 2.52809 -0.605
C 3.14959 4.46718 0.85642 0.029
C 4.15849 5.33139 0.45798 -0.610
C 4.95636 4.89512 -0.58827 -0.487
C 4.65083 3.74392 -1.25662 -0.802
C 3.55505 2.91442 -0.90367 -0.184
C 2.74598 3.29393 0.15662 -0.079
H 4.44043 6.24454 0.96056 0.465
H 5.78363 5.45525 -0.97556 0.389
H 5.25374 3.45979 -2.07101 0.490
H 3.37208 2.04839 -1.52705 0.596
H 1.76694 2.87371 0.45596 0.373
O 0.24028 -6.13628 -0.84614 -0.587
S 1.27841 -5.26718 -1.26260 1.203
O 1.54352 -5.17116 -2.65186 -0.580
O 1.00888 -3.80262 -0.64439 -0.230
C 2.06547 -3.33426 0.22743 0.415
C 3.25001 -4.11069 -0.35526 -0.187
O 2.62725 -5.45812 -0.51289 -0.394
H 2.00327 -2.29274 0.00961 -0.360
H 1.80623 -3.63959 1.20177 0.197
H 4.06815 -4.25375 0.35498 0.388
H 3.57505 -3.69331 -1.36269 0.261
O -5.21808 -0.87789 -1.75951 -0.560
S -5.36110 -0.51937 -0.40399 1.069
O -5.20099 -1.48045 0.63196 -0.517
O -4.45868 0.77624 -0.05690 -0.149
C -5.12320 1.50236 1.05381 0.085
C -6.64655 1.25457 0.80981 -0.373
O -6.74254 0.16531 -0.16630 -0.341
H -4.79467 0.86643 1.94593 -0.138
H -4.79200 2.59331 0.99692 0.368
H -7.15093 2.11196 0.38900 0.257
H -7.23930 0.85502 1.66813 0.288
O -0.62262 1.26990 0.31450 -0.736
S 0.13040 0.13514 -0.29163 1.030
O 1.53786 0.20844 -0.49780 -0.394
O -0.20376 -1.23901 0.42214 -0.135
C -1.51887 -1.74880 -0.08084 -0.117
C -1.56594 -1.19546 -1.51192 0.233
O -0.45954 -0.26659 -1.73190 -0.095
H -1.41911 -2.84411 0.01884 0.396
H -2.36045 -1.53933 0.59745 -0.238
H -2.54662 -0.72794 -1.53587 -0.357
H -1.43409 -1.92704 -2.29055 0.435
C -5.08240 -0.60846 4.59666 -1.247
C -3.67637 -1.03440 4.34466 0.535
O -3.45364 -2.41002 4.88501 -0.371
C -2.56654 -3.21712 4.27736 0.878
O -2.02891 -3.08420 3.20983 -0.522
O -2.44684 -4.27198 5.08881 -0.395
C -2.02010 -5.48021 4.37239 -0.641
H -5.35403 -0.64761 5.68679 0.366
H -5.72480 -1.24503 3.98858 0.291
H -5.21091 0.47949 4.41474 0.363
H -2.87170 -0.47862 4.82094 0.284
H -3.41572 -1.09012 3.27451 -0.296
H -1.21822 -5.22895 3.71013 0.276
H -2.90461 -5.95580 4.04803 0.306
H -1.66468 -6.16897 5.16064 0.228
```

---

[2]
A molecular structure, C34H41Cl5N2O8P2Ru, computed with ωB97M-V/def2-TZVPD.

Calculated values
**Gap between HOMO and LUMO (alpha / beta)**: 0.3366 / 0.2436 Ha
**Spin multiplicity**: 6
**E_LUMO (alpha / beta)**: -1.88 / -4.49 eV
**Total charge**: +1
**Highest occupied orbital energy (alpha / beta)**: -0.4059 / -0.4087 hartree

XYZ file:
```
93
Properties=species:S:1:pos:R:3:mulliken_charge:R:1
Ru -0.50439 -0.84629 0.35244 1.190
Cl -2.49543 -2.82822 0.02423 -0.038
C -1.50804 -3.33562 1.37346 1.276
C -0.45406 -2.49994 1.70130 -1.621
C 0.29638 -2.83388 2.81156 1.316
Cl 1.56371 -1.76135 3.32658 -0.192
C 0.02949 -3.98334 3.54853 -0.036
Cl 0.98323 -4.37630 4.92026 -0.167
C -1.02996 -4.81609 3.17138 0.670
Cl -1.37488 -6.23176 4.07120 -0.161
C -1.82068 -4.48911 2.07277 -0.553
Cl -3.14800 -5.46892 1.59977 -0.178
C 4.61865 -0.23301 -0.11491 -1.267
C 3.28734 -0.24104 0.59302 0.650
C 3.02895 0.97489 1.45128 -0.995
O 2.19493 -0.44150 -0.41970 -0.147
P 1.56641 0.58047 -1.43332 -0.297
O 0.15403 0.88896 -1.05104 -0.656
C 1.57022 -0.28273 -2.99983 -0.287
P 0.73046 -1.87552 -2.80794 -0.675
O -0.23685 -1.79113 -1.67261 0.015
O 1.81726 -2.96597 -2.59694 -0.020
C 2.70329 -3.44437 -3.68325 0.615
C 4.10183 -3.46338 -3.12507 -1.336
C 2.19557 -4.79353 -4.12570 -1.440
O 0.06132 -2.22008 -4.17091 -0.270
C -1.16444 -1.50550 -4.61336 0.729
C -2.28781 -2.51082 -4.59935 -1.423
C -0.87025 -0.91659 -5.96877 -1.403
O 2.58227 1.75120 -1.47108 0.092
C 2.36437 3.06889 -2.11373 0.561
C 3.70732 3.75428 -2.07441 -1.519
C 1.27666 3.82480 -1.38903 -1.322
H 5.40648 -0.13369 0.63419 0.489
H 4.70097 0.60800 -0.80505 0.155
H 4.78338 -1.16560 -0.65427 0.284
H 3.18590 -1.14504 1.18091 0.314
H 3.20845 1.89693 0.89997 0.193
H 3.71596 0.94269 2.29922 0.504
H 2.01593 0.99832 1.85004 0.018
H 2.58998 -0.42539 -3.36312 0.445
H 1.00342 0.31806 -3.71695 0.379
H 2.63797 -2.73389 -4.51165 0.366
H 4.16340 -4.15872 -2.28580 0.302
H 4.40393 -2.47325 -2.78168 0.252
H 4.80066 -3.78651 -3.89728 0.444
H 2.22633 -5.49635 -3.29112 0.332
H 2.82983 -5.17590 -4.92665 0.409
H 1.17280 -4.72806 -4.49486 0.298
H -1.37407 -0.71707 -3.88491 0.232
H -2.06474 -3.33508 -5.27964 0.324
H -3.21240 -2.03186 -4.92331 0.438
H -2.43946 -2.91250 -3.59744 0.269
H -0.60278 -1.70696 -6.67255 0.298
H -0.05147 -0.19574 -5.93302 0.327
H -1.75763 -0.40515 -6.34355 0.426
H 2.07998 2.86789 -3.14875 0.304
H 4.00480 3.93934 -1.03967 0.312
H 3.64232 4.71286 -2.59095 0.485
H 4.47496 3.15140 -2.55992 0.361
H 1.53317 3.94050 -0.33316 0.264
H 0.30390 3.33706 -1.45338 0.305
H 1.20002 4.81685 -1.83661 0.496
O -4.50480 -0.23952 0.07201 -0.682
C -3.73540 0.33032 0.79770 -0.151
N -4.01211 1.22944 1.79610 -0.032
C -2.84005 1.69219 2.53619 3.540
C -1.78982 0.94745 1.73514 0.072
O -0.54926 0.92740 1.90859 -0.737
N -2.31679 0.20368 0.77525 -0.434
C -2.57406 3.19617 2.39467 -0.676
C -3.31718 3.97937 1.52601 -0.421
C -3.03447 5.33660 1.38730 -0.922
C -2.00213 5.90895 2.10956 -0.456
C -1.24627 5.12142 2.97133 -0.970
C -1.53085 3.77244 3.11387 -0.053
C -2.88008 1.21095 3.98720 -0.144
C -2.35655 -0.02426 4.35707 -0.043
C -2.47337 -0.47516 5.66514 -0.875
C -3.11921 0.30341 6.61456 -0.532
C -3.64820 1.53411 6.25004 -0.911
C -3.52459 1.98657 4.94358 -0.230
H -4.96039 1.42868 2.06604 0.247
H -4.11934 3.53561 0.95041 0.448
H -3.62774 5.94214 0.71333 0.450
H -1.78817 6.96617 2.00926 0.449
H -0.43704 5.56272 3.54095 0.438
H -0.94254 3.16114 3.78939 0.532
H -1.84682 -0.64967 3.63101 0.169
H -2.05510 -1.43582 5.94253 0.498
H -3.20780 -0.04561 7.63558 0.413
H -4.15400 2.14711 6.98513 0.407
H -3.92673 2.95537 4.66922 0.472
```

---

[3]
A molecular structure, C34H41ClCoN9O2S, computed with ωB97M-V/def2-TZVPD.

Calculated values
**Gap between HOMO and LUMO (alpha / beta)**: 0.2313 / 0.2361 Ha
**Spin multiplicity**: 4
**E_LUMO (alpha / beta)**: -3.34 / -4.32 eV
**Total charge**: +1
**Highest occupied orbital energy (alpha / beta)**: -0.3539 / -0.3948 hartree

XYZ file:
```
89
Properties=species:S:1:pos:R:3:mulliken_charge:R:1
Co -0.20006 -0.47787 0.20306 -0.288
S 0.12302 -0.28434 2.54981 -0.334
C -0.29487 1.36868 2.41482 0.570
N -0.37177 2.06205 3.60297 -1.070
N -0.27866 3.37568 3.53813 0.428
C 0.61344 4.16817 2.78370 0.462
C 1.70719 3.63066 2.11420 0.008
C 2.53767 4.47807 1.39771 0.086
C 2.29633 5.84432 1.35057 -0.822
C 1.21463 6.37204 2.04329 -0.553
C 0.37702 5.53823 2.76253 -0.768
N -0.59748 2.06468 1.30251 -0.893
N -0.57040 1.38067 0.17748 0.948
C -0.74030 2.11572 -0.99520 -0.251
C -0.77854 1.40403 -2.19645 0.576
C -0.95209 2.06369 -3.40027 -1.228
C -1.08260 3.44700 -3.41876 -0.222
C -1.03595 4.15930 -2.22339 -0.786
C -0.86464 3.50927 -1.01316 -0.318
H -0.77587 3.84915 4.28114 0.258
H 1.92064 2.57238 2.17825 0.476
H 3.39792 4.06944 0.88290 0.141
H 2.95529 6.49581 0.79273 0.450
H 1.02343 7.43657 2.02610 0.404
H -0.47165 5.94531 3.30026 0.401
H -0.66031 0.32243 -2.18531 0.345
H -0.97971 1.50196 -4.32514 0.493
H -1.22157 3.96570 -4.35787 0.428
H -1.13144 5.23734 -2.23807 0.454
H -0.82465 4.05195 -0.07944 0.536
N 1.62577 -0.23833 -0.17326 -0.245
C 2.75492 0.00460 -0.17938 0.622
N 4.02580 0.26374 -0.18809 -0.033
C 4.88436 -0.05739 0.97010 -0.600
C 5.60400 1.20740 1.39205 -0.342
O 6.28661 1.78975 0.29684 -0.388
C 5.39731 2.18106 -0.73152 0.160
C 4.67654 0.97789 -1.30182 -0.640
H 5.59859 -0.82336 0.66557 0.271
H 4.26132 -0.44401 1.77498 0.452
H 6.35036 0.97384 2.14818 0.368
H 4.88530 1.92098 1.81383 0.169
H 5.98968 2.66438 -1.50536 0.370
H 4.66420 2.90009 -0.34473 -0.265
H 5.38711 0.29596 -1.77119 0.254
H 3.92266 1.26935 -2.03072 0.503
C -7.63176 1.26885 2.45793 -1.801
C -6.42425 0.33853 2.62843 2.219
C -6.53929 -0.36801 3.99065 -1.940
C -5.16076 1.21021 2.69905 -1.945
C -6.43272 -0.72844 1.48164 2.125
O -7.56992 -1.58424 1.66249 -0.714
C -6.49888 -0.19692 0.03499 -2.383
C -5.53013 0.91475 -0.38359 0.258
C -5.29099 1.00966 -1.87220 -0.566
C -4.04345 1.42823 -2.32977 0.719
C -3.77132 1.54971 -3.68323 -0.680
C -4.76416 1.24532 -4.59962 -0.073
Cl -4.43310 1.38520 -6.30010 -0.233
C -6.01294 0.82707 -4.17486 -0.879
C -6.26828 0.71024 -2.81451 -0.401
C -5.30409 -1.78436 1.60737 -2.557
N -4.07675 -1.49245 0.86138 0.815
C -2.89634 -1.08259 1.29448 0.053
N -2.08278 -0.94014 0.25211 0.216
C -2.83866 -1.34666 -0.81242 -0.616
N -4.04716 -1.69672 -0.47889 -0.764
H -7.61014 2.03583 3.23381 0.479
H -8.58378 0.74350 2.57223 0.476
H -7.63329 1.77734 1.49255 0.280
H -6.88088 0.34737 4.74049 0.495
H -5.57234 -0.74316 4.33587 0.407
H -7.24361 -1.19813 3.96862 0.364
H -5.17408 1.75141 3.64765 0.615
H -5.09628 1.95128 1.90876 0.194
H -4.24266 0.62287 2.69131 0.270
H -8.36894 -1.04628 1.63274 0.560
H -7.52743 0.12514 -0.14808 0.906
H -6.34111 -1.06166 -0.61100 0.443
H -4.55339 0.77397 0.07983 -0.087
H -5.89098 1.87957 -0.02058 0.856
H -3.26382 1.66653 -1.61114 0.375
H -2.80029 1.87890 -4.02915 0.081
H -6.77745 0.59145 -4.90252 0.430
H -7.24887 0.37468 -2.49945 0.391
H -5.68493 -2.71320 1.19246 0.398
H -5.04163 -1.95888 2.64799 0.464
H -2.65324 -0.85189 2.31830 0.682
H -2.49823 -1.33732 -1.83551 0.480
```

---

[4]
A molecular structure, C34H41N3P2PtSSbSe4Si2, computed with ωB97M-V/def2-TZVPD.

Calculated values
**Gap between HOMO and LUMO (alpha / beta)**: 0.2571 / 0.2111 Ha
**Spin multiplicity**: 3
**E_LUMO (alpha / beta)**: 2.09 / 0.77 eV
**Total charge**: -1
**Highest occupied orbital energy (alpha / beta)**: -0.1804 / -0.1830 hartree

XYZ file:
```
89
Properties=species:S:1:pos:R:3:mulliken_charge:R:1
Pt 1.19245 -0.22838 0.22025 1.328
C 3.33079 -0.37027 -3.64032 -1.210
Si 1.72385 -1.23654 -3.21952 0.029
C 2.12171 -3.02674 -2.86278 -0.874
C 0.62268 -1.19783 -4.74194 -1.008
N 0.95606 -0.46846 -1.89179 0.091
P -0.42871 0.36419 -1.75986 0.433
C -0.17336 1.22546 -0.31869 -1.192
P -0.82687 1.04123 1.24300 1.457
N 0.47961 0.54754 2.07562 -0.172
Si 0.77757 -0.08148 3.66408 0.285
C 1.97336 1.04069 4.54564 -0.905
C 1.45316 -1.82185 3.54862 -0.232
C -0.77290 -0.14655 4.73913 -1.128
C -2.21822 -0.12002 1.47770 0.885
C -3.52873 0.32105 1.64704 -0.529
C -4.56292 -0.58106 1.86248 -0.827
C -4.29845 -1.94107 1.90031 -0.626
C -2.99809 -2.39214 1.70889 -0.808
C -1.96864 -1.49103 1.49928 -0.343
C -1.49110 2.61480 1.88418 -0.169
C -1.31105 3.75182 1.10381 -0.623
C -1.71220 4.99798 1.56984 -0.636
C -2.28372 5.11778 2.82620 -0.547
C -2.46171 3.98723 3.61619 -0.953
C -2.06928 2.74484 3.14610 -0.154
C -0.65928 1.50294 -3.16773 0.262
C 0.25871 2.55082 -3.25841 -0.930
C 0.19657 3.44730 -4.31152 -0.736
C -0.78832 3.31582 -5.28407 -0.501
C -1.70543 2.27975 -5.20118 -0.748
C -1.63538 1.37479 -4.14875 -0.037
C -1.85429 -0.75608 -1.83733 0.717
C -3.15469 -0.26238 -1.75064 0.046
C -4.23790 -1.12613 -1.75758 -0.858
C -4.03059 -2.49692 -1.85055 -0.628
C -2.73975 -2.99727 -1.92126 -0.629
C -1.65628 -2.13012 -1.90819 -0.365
H 3.60042 -0.53446 -4.68723 0.429
H 4.16202 -0.73175 -3.02925 0.291
H 3.23052 0.70623 -3.48240 0.310
H 2.71445 -3.44079 -3.68399 0.403
H 1.21805 -3.63433 -2.76649 0.316
H 2.70492 -3.13807 -1.94803 0.091
H 0.89608 -2.02582 -5.40245 0.473
H 0.73684 -0.26668 -5.30186 0.271
H -0.43702 -1.30899 -4.50113 0.253
H 2.87353 1.17761 3.94393 0.022
H 2.27860 0.63971 5.51568 0.344
H 1.51723 2.02175 4.70592 0.284
H 2.51535 -1.88934 3.79621 -0.067
H 1.34471 -2.19459 2.52851 -0.385
H 0.91203 -2.49454 4.21973 0.540
H -0.99348 0.81349 5.20962 0.274
H -0.58563 -0.86337 5.54413 0.506
H -1.66238 -0.48465 4.20167 0.255
H -3.75299 1.37938 1.61397 0.493
H -5.57365 -0.21700 2.00028 0.385
H -5.09876 -2.64862 2.07849 0.382
H -2.78228 -3.45347 1.72470 0.404
H -0.95220 -1.84490 1.35573 0.266
H -0.83876 3.64176 0.13407 0.430
H -1.56602 5.87556 0.95248 0.430
H -2.58686 6.08947 3.19610 0.374
H -2.90672 4.07365 4.59953 0.424
H -2.22432 1.87080 3.76530 0.532
H 1.01193 2.65669 -2.48554 0.455
H 0.91561 4.25459 -4.37313 0.422
H -0.83716 4.01926 -6.10596 0.376
H -2.47335 2.16904 -5.95645 0.418
H -2.34180 0.55515 -4.10720 0.289
H -3.32051 0.80579 -1.65403 0.497
H -5.24300 -0.73100 -1.68076 0.405
H -4.87696 -3.17254 -1.85455 0.399
H -2.57329 -4.06622 -1.97370 0.433
H -0.64393 -2.51341 -1.93368 0.209
S 5.46647 -1.80880 -0.24471 -0.142
C 4.54569 -3.12391 0.30228 -0.323
C 3.22598 -2.75501 0.57650 -0.824
N 2.90901 -1.50154 0.38492 0.718
C 4.06882 -0.68508 0.04796 -0.293
H 4.96998 -4.10057 0.45828 0.358
H 2.47725 -3.44901 0.93418 0.397
H 3.85465 -0.10065 -0.84412 0.125
Se 8.35993 0.01425 2.11011 -0.555
Sb 6.15055 -0.43327 2.93598 0.859
Se 6.22327 1.38512 4.59456 -0.421
Se 5.47057 -2.58313 3.69377 -0.625
Se 4.39797 0.69249 1.44582 -0.070
```

---

Number 1: molecular weight 968.900 g mol⁻¹. Number 2: molecular weight 945.991 g mol⁻¹. Number 3: molecular weight 734.216 g mol⁻¹. Number 4: molecular weight 1274.588 g mol⁻¹.